[1]
Formula: C18H46ClN2O10
Source: the Open Molecules 2025 dataset
Level of theory: wB97M-V/def2-TZVPD

Positions of all 77 atoms, in Å:
Cl 9.712000 5.584000 -34.512000
O 9.286000 6.813000 -35.278000
O 8.714000 5.231000 -33.460000
O 9.810000 4.372000 -35.443000
O 11.010000 5.814000 -33.845000
C 5.606000 5.419000 -33.085000
O 4.656000 6.329000 -32.603000
C 5.344000 7.588000 -32.367000
C 5.516000 8.397000 -33.698000
N 5.733000 9.800000 -33.349000
C 6.841000 10.158000 -32.525000
C 8.037000 9.831000 -33.375000
O 9.199000 10.548000 -32.978000
C 10.361000 9.816000 -33.251000
H 5.261000 4.422000 -33.309000
H 6.470000 5.259000 -32.360000
H 6.036000 5.772000 -34.036000
H 6.398000 7.373000 -32.022000
H 4.823000 8.210000 -31.647000
H 4.568000 8.413000 -34.269000
H 6.360000 8.128000 -34.383000
H 4.852000 10.179000 -33.024000
H 6.810000 9.546000 -31.588000
H 6.670000 11.160000 -32.390000
H 7.944000 10.211000 -34.410000
H 8.203000 8.727000 -33.438000
H 10.333000 8.802000 -33.352000
H 11.147000 10.009000 -32.509000
H 10.690000 10.154000 -34.158000
C 9.333000 8.482000 -30.223000
O 8.859000 7.477000 -29.388000
C 8.642000 6.166000 -29.964000
C 9.978000 5.615000 -30.400000
N 9.721000 4.414000 -31.144000
C 10.980000 3.753000 -31.382000
C 10.859000 2.628000 -32.296000
O 12.173000 2.174000 -32.447000
C 12.954000 2.847000 -33.495000
H 9.532000 9.309000 -29.612000
H 8.671000 8.886000 -30.930000
H 10.288000 8.387000 -30.715000
H 7.987000 6.251000 -30.804000
H 8.154000 5.713000 -29.097000
H 10.759000 5.642000 -29.652000
H 10.349000 6.240000 -31.215000
H 9.401000 4.666000 -32.064000
H 11.295000 3.340000 -30.462000
H 11.730000 4.465000 -31.655000
H 10.311000 2.905000 -33.257000
H 10.143000 1.936000 -31.876000
H 12.389000 2.801000 -34.399000
H 13.968000 2.445000 -33.515000
H 13.027000 3.937000 -33.260000
C 13.846000 8.740000 -32.116000
C 13.428000 7.337000 -32.440000
C 14.194000 6.252000 -31.615000
O 12.122000 7.316000 -32.026000
H 13.486000 9.508000 -32.789000
H 14.961000 8.865000 -32.216000
H 13.786000 8.933000 -31.018000
H 13.502000 7.389000 -33.547000
H 15.241000 6.292000 -31.986000
H 13.769000 5.233000 -31.793000
H 14.149000 6.549000 -30.583000
H 11.616000 6.799000 -32.686000
C 7.978000 1.776000 -34.984000
C 6.711000 2.624000 -34.750000
C 6.016000 3.054000 -35.974000
O 5.829000 2.054000 -33.903000
H 8.505000 1.388000 -34.099000
H 8.765000 2.213000 -35.593000
H 7.626000 0.922000 -35.491000
H 7.110000 3.477000 -34.345000
H 5.044000 3.513000 -35.927000
H 5.895000 2.229000 -36.692000
H 6.683000 3.781000 -36.493000
H 6.243000 1.472000 -33.291000

Cartesian forces, eV/Å:
-1.23 -1.06 -1.92
0.95 -2.62 1.80
0.88 1.21 -2.15
0.10 3.14 2.01
-1.16 -0.45 -1.16
1.97 -0.38 -0.08
0.37 0.94 0.80
1.24 -1.27 -1.92
-0.14 0.78 0.40
-1.98 0.02 -1.29
-0.20 -3.10 -0.38
1.24 0.58 -1.02
-0.37 -1.10 1.74
1.00 2.42 1.82
-1.01 -0.13 0.27
-0.95 0.39 -0.72
0.13 0.06 0.26
-1.11 0.11 0.19
-0.33 -0.21 0.10
0.47 -0.47 0.17
-0.84 -0.48 0.75
0.23 0.08 0.20
0.52 0.90 -0.23
0.47 2.57 0.93
-1.04 -0.59 0.17
0.07 0.76 0.26
-1.04 -2.97 0.15
-0.34 0.21 0.02
1.38 0.94 -2.66
0.96 0.18 0.24
-0.27 -0.27 -0.05
1.23 1.78 1.76
-1.30 0.94 -1.89
0.47 -2.08 1.00
-1.32 0.95 1.09
-0.83 0.83 -2.14
1.52 -1.20 -1.40
-1.15 0.91 2.04
0.10 1.36 1.38
-1.45 -0.07 -1.22
0.45 -1.09 -0.30
-0.63 -0.18 -0.65
0.10 -0.82 -0.54
-0.06 -0.70 0.46
0.11 0.99 0.74
-0.40 0.23 0.30
0.63 -0.49 1.30
0.72 0.49 -0.66
1.14 -0.08 0.58
0.45 -1.00 0.39
-0.02 -0.35 -0.99
-0.38 -0.32 -0.09
0.02 -0.69 -0.11
3.58 0.61 1.53
0.77 0.79 0.28
0.52 0.33 -2.55
-2.14 -0.50 -0.35
-0.78 0.04 0.29
-0.55 -0.36 -0.29
-0.86 0.23 -0.79
0.11 -1.39 0.29
-0.34 -0.38 0.52
0.37 0.94 0.31
-0.08 -0.07 0.49
-0.01 0.23 0.54
-0.13 -0.26 -0.08
2.37 -0.10 -0.84
0.88 0.09 -2.93
-2.63 -1.12 1.07
-0.52 0.51 0.25
-0.32 0.50 -0.06
-0.25 -1.49 -0.87
0.75 2.54 1.47
-0.34 0.23 0.84
0.00 -0.09 0.15
-0.42 -0.37 0.24
0.63 -0.54 0.73

* net charge: -1
* energy: -55378.479 eV

***

[2]
Formula: C18H46N2O6
Source: the Open Molecules 2025 dataset
Level of theory: wB97M-V/def2-TZVPD

Positions of all 72 atoms, in Å:
C -16.256630 -5.711160 -6.039620
C -15.043210 -4.881080 -6.669400
C -13.931770 -5.965650 -6.980980
C -14.330240 -6.596500 -8.315730
C -14.317740 -5.547290 -9.389800
C -15.343000 -4.384700 -9.222940
N -15.366850 -3.985030 -7.845290
O -16.237920 -3.034710 -7.531270
C -14.863300 -3.315410 -10.217220
C -16.687210 -4.916290 -9.698410
C -14.420790 -4.022340 -5.606560
H -16.107880 -6.040020 -5.011120
H -16.616360 -6.590130 -6.574520
H -17.108650 -5.044630 -5.905850
H -12.892590 -5.637630 -6.956390
H -13.881990 -6.785140 -6.264000
H -15.333340 -7.022800 -8.328580
H -13.628280 -7.392520 -8.564140
H -14.412210 -6.055510 -10.349430
H -13.327890 -5.091340 -9.370000
H -14.835960 -3.658990 -11.251290
H -15.406690 -2.378870 -10.091880
H -13.832820 -3.009260 -10.037010
H -17.473680 -4.161680 -9.710660
H -16.723310 -5.307860 -10.715010
H -16.879380 -5.806400 -9.099340
H -15.095630 -3.395250 -5.023950
H -13.597030 -3.460420 -6.046750
H -14.049660 -4.667340 -4.810110
H -15.668590 -2.261920 -7.515130
C -12.422160 -7.058010 -18.481130
C -12.149290 -8.104020 -17.364590
C -11.866840 -9.499890 -17.937970
C -10.494240 -9.760440 -18.561480
C -9.315930 -9.256160 -17.606750
C -9.586610 -7.804590 -17.018770
N -10.975420 -7.620530 -16.604510
O -11.042040 -6.467690 -15.739110
C -8.692560 -7.705310 -15.714450
C -9.280270 -6.772400 -18.119920
C -13.308970 -8.211760 -16.406730
H -12.137320 -6.044600 -18.198330
H -13.446630 -7.177200 -18.833770
H -11.704190 -7.361780 -19.242930
H -12.219500 -10.328810 -17.324270
H -12.579210 -9.562040 -18.760620
H -10.445110 -9.265340 -19.531300
H -10.270680 -10.765040 -18.920500
H -8.324200 -9.387140 -18.039660
H -9.220020 -9.884240 -16.721070
H -9.051160 -8.368890 -14.927580
H -7.702160 -8.044500 -16.018050
H -8.680490 -6.718090 -15.252560
H -9.867360 -5.866170 -17.971000
H -8.257460 -6.419240 -17.988630
H -9.379600 -7.215390 -19.110880
H -13.281720 -8.949430 -15.604740
H -14.236910 -8.499500 -16.900920
H -13.533650 -7.273980 -15.898610
H -10.775800 -6.825580 -14.889040
O -19.176710 -6.410170 -21.402470
H -18.653460 -6.185530 -22.171870
H -19.720940 -7.143910 -21.688240
O -20.330740 -10.171860 -15.324810
H -20.397330 -9.248320 -15.567440
H -21.218310 -10.415550 -15.062020
O -21.162840 -10.373640 -19.683630
H -21.813940 -10.959470 -19.297510
H -20.720920 -9.977640 -18.932550
O -19.442510 -6.281660 -16.827630
H -19.586090 -5.920490 -17.702380
H -18.490510 -6.333960 -16.742870

Cartesian forces, eV/Å:
-0.33 1.25 -0.16
0.11 -1.63 0.39
-1.44 -0.37 -1.04
0.47 0.10 0.00
0.63 0.45 0.12
0.35 -1.66 -1.83
3.45 -3.34 0.47
-1.82 2.13 0.44
0.54 0.94 0.82
-0.52 -0.47 -0.24
-0.11 0.22 1.17
0.80 -0.02 0.00
0.30 0.16 -0.39
-0.18 0.18 -0.39
-0.09 0.73 -0.55
-0.71 0.29 0.61
0.03 -0.29 0.58
-0.03 -0.12 -0.15
-0.30 0.41 -0.24
0.21 0.08 -0.14
-0.59 -0.08 0.08
-0.48 -0.09 -0.41
0.25 -0.21 0.39
-0.13 -0.12 0.69
0.65 0.16 -0.27
-0.77 0.28 0.32
-0.26 0.47 -0.56
-0.03 0.16 0.21
0.43 -0.22 -0.15
-0.43 0.62 0.27
0.37 -1.31 -0.06
0.85 1.56 1.29
-0.36 -0.55 -1.21
1.65 1.10 0.68
-1.74 0.05 0.40
0.17 -0.40 -0.26
0.97 -2.12 1.62
-0.96 -0.38 -1.50
-0.35 0.04 -1.17
1.18 0.38 0.89
-1.48 0.17 0.64
-0.52 -0.10 0.25
0.06 0.38 -0.24
-0.30 0.32 -0.54
0.45 0.27 0.72
-0.20 -0.02 -0.28
0.12 0.73 0.08
-0.46 -0.45 0.74
-0.05 0.67 -0.47
-0.57 -0.42 0.05
-0.19 -0.35 -0.24
0.21 0.28 0.30
0.35 0.13 -0.46
-0.25 -0.20 -0.25
0.33 -0.14 -0.34
-0.18 0.28 0.02
0.93 -0.19 -0.05
-0.02 0.15 -0.55
0.19 0.23 -0.20
-0.22 -0.12 0.15
0.01 0.13 0.24
0.15 0.09 -0.17
-0.18 -0.23 -0.02
0.15 -0.19 -0.09
0.06 0.36 -0.06
-0.21 -0.09 0.11
0.01 0.08 -0.28
-0.16 -0.16 0.07
0.17 0.10 0.22
-0.19 -0.15 0.22
-0.07 0.09 -0.29
0.25 -0.02 0.05

* net charge: 0
* SMILES: CC1(C)CCCC(C)(C)N1O.CC1(C)CCCC(C)(C)N1O.O.O.O.O
* energy relative to the best compared isomer or geometry (same formula, charge and spin): 280.2 kJ/mol

***

[3]
Formula: C18H46N3O9P3S
Source: the Open Molecules 2025 dataset
Level of theory: wB97M-V/def2-TZVPD

Positions of all 80 atoms, in Å:
C 2.560396 0.741597 1.802789
C 1.373396 1.714408 1.324285
C 0.252025 0.780258 0.599232
C -1.214308 1.132343 1.149310
P -1.479291 0.755477 2.998135
C -0.213991 1.014538 4.375723
N -3.187850 0.324421 3.471388
C -3.316867 0.359008 4.760043
S -3.191429 -0.130858 6.353428
P -2.067191 2.885282 3.238617
O -3.631377 3.106419 2.544976
O -2.040377 3.354726 4.887454
P -1.046744 -1.391153 2.780767
O 0.434775 -1.765348 2.819551
O -1.605776 -1.834214 1.188676
O -1.958379 -2.398904 3.853169
H 2.668198 -0.198573 1.162126
H 3.540899 1.344159 1.872941
H 2.348454 0.381332 2.865793
H 0.906789 2.322969 2.182712
H 1.829115 2.415618 0.532011
H 0.519029 -0.323336 0.618550
H 0.271027 1.112561 -0.506184
H -2.064948 0.668587 0.522654
H -1.341698 2.272058 1.009687
H 0.710519 0.354350 4.319092
H 0.167455 2.099787 4.268891
H -0.633167 0.933739 5.431852
H -3.839464 2.384051 1.907740
H -2.610279 4.130801 5.067564
H -2.576650 -1.636370 1.148922
H -2.790331 -2.559802 3.339544
C -1.705368 -4.806631 1.159577
O -2.198470 -4.772203 -0.171251
C -1.174951 -4.731328 -1.166428
C -1.040683 -6.075573 -1.885572
N -0.461435 -7.098064 -1.013792
C -0.620611 -8.473138 -1.496547
C -2.039754 -8.989724 -1.790676
O -2.849329 -9.189208 -0.639645
C -3.416111 -8.006561 -0.098569
H -2.536837 -4.583327 1.831431
H -1.328507 -5.799513 1.415651
H -0.924872 -4.060165 1.315463
H -0.216670 -4.393711 -0.756511
H -1.494342 -3.985309 -1.900668
H -0.402791 -5.951276 -2.766978
H -2.040565 -6.357535 -2.228961
H -0.885314 -7.032956 -0.097285
H -0.185069 -9.119465 -0.727716
H -0.006491 -8.597475 -2.394783
H -1.928648 -9.981685 -2.241272
H -2.567484 -8.385999 -2.536665
H -3.707486 -7.291982 -0.872994
H -2.723022 -7.553106 0.609298
H -4.311862 -8.285527 0.463630
C 5.067024 6.939960 -3.523789
O 4.106570 7.427895 -2.600256
C 2.913016 7.921067 -3.210838
C 1.741316 6.958251 -3.005976
N 1.904080 5.735438 -3.793328
C 1.025263 4.631940 -3.395102
C 1.068141 4.148190 -1.935255
O 2.261887 3.467805 -1.569948
C 3.369187 4.313598 -1.299345
H 6.014750 6.827562 -2.993804
H 4.783877 5.958115 -3.909438
H 5.214656 7.635444 -4.354718
H 3.061268 8.158751 -4.270115
H 2.674340 8.858046 -2.698633
H 0.810706 7.454368 -3.300679
H 1.685396 6.743721 -1.934648
H 2.862427 5.418781 -3.721942
H 1.291167 3.783414 -4.033774
H -0.005522 4.902534 -3.647152
H 0.267816 3.408462 -1.822990
H 0.837648 4.941169 -1.215925
H 3.074064 5.239165 -0.798068
H 3.908675 4.524681 -2.221915
H 4.056960 3.773175 -0.642537

Cartesian forces, eV/Å:
0.07 0.71 1.12
0.45 -1.22 -0.77
-0.01 1.33 -0.66
0.44 0.54 -1.19
-0.53 1.38 0.94
1.81 0.77 0.23
-0.85 0.22 5.72
1.24 -2.89 -2.02
-0.73 1.67 -3.50
0.47 3.45 -0.76
1.02 -1.09 0.60
-1.48 -0.85 -1.01
2.16 -4.70 -1.03
-3.26 1.19 0.16
-0.86 1.17 2.72
0.42 1.70 -2.73
-0.07 1.55 0.71
-1.38 -1.11 -0.30
0.28 0.30 -1.46
0.88 -0.89 -1.33
-1.02 -0.89 1.31
-0.50 1.45 0.26
-0.23 -0.71 1.58
1.33 0.31 1.19
0.25 -1.68 0.41
-1.36 0.58 -0.14
-0.65 -1.62 0.19
0.00 -0.03 -1.61
0.05 0.51 0.88
0.38 -0.55 -0.26
1.00 -0.30 -0.24
0.65 -0.03 0.94
-0.07 -0.08 -0.09
0.35 0.10 0.15
-0.24 -0.15 -0.43
0.11 0.11 0.53
-0.23 -0.01 -0.18
-0.08 0.12 0.24
0.27 -0.34 0.04
-0.02 0.20 -0.26
-0.09 -0.36 0.18
0.00 -0.04 -0.10
0.11 -0.03 0.12
0.01 -0.19 0.01
-0.09 -0.15 0.13
0.04 -0.03 0.00
-0.01 -0.01 0.03
-0.07 0.12 -0.14
0.05 0.04 -0.09
-0.05 -0.04 -0.12
-0.10 0.02 -0.06
0.00 0.04 0.09
-0.02 0.17 0.10
0.13 0.03 0.03
-0.04 0.30 -0.02
0.09 -0.09 -0.12
0.03 0.05 0.34
0.03 0.03 -0.50
-0.37 -0.01 0.43
0.44 -0.07 -0.29
-0.07 0.03 0.27
0.28 0.00 -0.03
-0.19 -0.27 -0.23
-0.15 0.26 0.05
0.09 -0.38 0.06
-0.11 0.05 0.03
0.04 -0.03 -0.21
-0.04 -0.05 -0.02
0.07 -0.20 0.03
-0.01 -0.03 -0.03
0.03 -0.02 0.00
-0.05 0.17 0.11
-0.08 0.07 -0.01
-0.10 0.00 0.09
-0.01 0.03 0.11
0.08 0.00 -0.03
0.16 0.11 -0.02
-0.01 0.02 -0.13
0.10 0.26 0.03
-0.17 -0.03 -0.03

* net charge: 0
* energy: -81007.147 eV
* SMILES: CCCCP(C)(N=C=S)(P(O)O)P(=O)(O)O.COCCNCCOC.COCCNCCOC